# 1
# C63H74BGaGeN10PS

A structure of composition C63H74BGaGeN10PS in a non-equilibrium geometry (ωB97M-V with the def2-TZVPD basis set, OMol25).

Properties
Charge = +2
Relative energy (zero: lowest compared OMol25 entry of this formula, charge and spin) = 0.00 kcal per mole
Multiplicity = 2

```
152
Properties=species:S:1:pos:R:3:lowdin_charge:R:1
Ge -1.370 0.189 2.132 1.03
Ga -1.194 -0.492 -0.535 0.63
S -0.716 2.142 -0.243 0.70
P -3.843 -2.221 -2.927 1.20
N 2.434 -1.479 0.482 0.08
N -0.632 3.585 -2.415 0.16
N -2.836 0.315 -2.127 0.03
N -0.539 4.742 -0.358 0.08
N -1.619 -3.711 -3.627 -0.11
N -3.468 -1.734 -0.161 0.06
N 2.494 0.373 -0.889 0.07
N -5.163 -3.069 -0.637 -0.13
N -4.541 0.369 -3.528 -0.12
N -1.262 -2.483 -1.833 0.03
C 2.046 -4.078 3.154 -0.03
C -5.563 -0.061 -4.446 -0.02
C 2.686 2.795 -1.199 -0.13
C 3.768 0.102 -0.392 -0.05
C 2.311 3.807 -3.359 -0.08
C 0.588 7.905 -1.989 -0.06
C 3.304 -0.736 -3.682 -0.03
C 0.439 8.191 0.380 -0.06
C -0.004 6.889 0.509 -0.02
C 4.641 3.420 0.207 -0.03
C -0.008 1.381 3.037 -0.30
C 2.616 -5.073 -1.844 -0.07
C 0.593 2.911 4.796 -0.06
C -2.196 -3.627 3.843 -0.06
C -4.008 1.553 1.824 -0.12
C 2.340 4.043 0.973 -0.05
C -2.257 -4.222 -4.812 -0.02
C -0.591 3.622 -1.079 -0.74
C -2.108 -2.742 -2.820 -0.44
C -1.087 -4.045 1.765 -0.07
C -3.644 -0.415 -2.886 -0.44
C 0.785 -0.710 -3.526 -0.06
C -0.374 2.220 4.084 -0.10
C -1.964 -2.269 3.704 -0.13
C -5.139 -2.921 0.710 -0.02
C -1.314 -1.784 2.576 -0.32
C 2.163 -2.830 2.554 -0.14
C -3.122 0.951 2.706 -0.31
C 2.333 -1.646 3.469 -0.34
C 3.728 -0.970 0.413 -0.05
C -4.296 1.647 -3.153 -0.02
C 1.309 -1.583 4.614 -0.03
C 1.325 1.331 2.659 -0.17
C -3.375 1.008 4.073 -0.14
C -4.138 -2.340 -1.133 -0.45
C 3.095 -3.915 -0.966 -0.37
C 2.315 -2.747 1.162 -0.12
C -3.240 1.601 -2.288 -0.14
C -0.146 6.071 -0.613 -0.23
C -4.089 -2.088 0.989 -0.10
C -0.864 -2.688 1.629 -0.18
C 2.033 0.097 -3.863 -0.35
C 4.619 -4.005 -0.813 -0.03
C -0.413 -4.082 -3.127 -0.02
C 3.166 2.999 0.221 -0.36
C 2.090 -5.237 2.411 -0.05
C 3.755 -1.712 4.042 -0.04
C 0.745 8.705 -0.871 -0.06
C -5.115 2.234 2.301 -0.07
C 2.130 1.404 -3.106 -0.13
C 2.387 1.525 -1.731 -0.11
C -1.777 -4.517 2.868 -0.06
C 2.513 -3.930 0.428 -0.15
C -5.336 2.326 3.665 -0.07
C -4.473 1.700 4.549 -0.07
C 2.637 3.915 -2.023 -0.04
C 2.068 2.555 -3.886 -0.04
C -0.208 -3.314 -2.013 -0.12
C 0.138 6.601 -1.866 -0.03
C 2.298 1.986 3.393 -0.09
C -6.083 -3.878 -1.387 -0.02
C 2.361 -5.158 1.061 -0.03
C 1.932 2.762 4.479 -0.06
B 1.634 -0.619 -0.333 -0.35
H 0.023 6.022 -2.766 0.08
H 2.765 4.206 1.960 0.08
H -0.504 2.686 -2.849 0.09
H -0.732 -4.724 1.005 0.11
H -2.696 0.530 4.769 0.10
H 0.767 -0.640 4.588 0.06
H -1.563 -4.870 -5.344 0.10
H 1.973 0.358 -4.926 0.13
H 0.615 -3.311 -1.327 0.09
H 3.395 -1.114 -2.669 0.06
H -0.311 -2.337 0.761 0.02
H -5.575 -4.744 -1.814 0.10
H -5.798 2.707 1.612 0.11
H -0.403 4.391 -2.973 0.09
H -2.724 -3.987 4.712 0.11
H -0.117 -0.094 -3.578 0.08
H -6.531 -3.299 -2.196 0.08
H -0.654 4.561 0.634 0.12
H 3.967 -0.807 4.604 0.08
H 1.322 3.685 1.104 0.05
H 5.012 -3.149 -0.275 0.06
H 2.498 -6.070 0.504 0.12
H 1.952 -4.139 4.226 0.12
H 1.101 9.717 -0.975 0.11
H 2.849 -2.972 -1.462 0.11
H -3.150 -4.791 -4.548 0.09
H 2.726 -4.811 -2.893 0.08
H -2.780 2.413 -1.765 0.05
H 4.877 -4.903 -0.257 0.09
H 0.682 -1.532 -4.231 0.09
H 0.862 -1.117 -2.518 0.01
H 1.580 0.778 1.765 0.07
H -6.183 2.880 4.037 0.11
H 4.748 4.420 -0.203 0.09
H 2.687 3.263 5.063 0.11
H -6.215 0.780 -4.673 0.10
H -6.872 -4.225 -0.725 0.10
H -5.124 -0.421 -5.379 0.10
H 2.259 -0.733 2.881 0.08
H -4.879 2.471 -3.511 0.13
H 3.212 -5.963 -1.665 0.09
H 4.614 0.688 -0.693 0.13
H -3.809 1.495 0.759 0.08
H 0.296 3.559 5.606 0.11
H -0.233 6.495 1.489 0.12
H 2.892 4.883 -1.619 0.12
H 4.489 -1.815 3.249 0.07
H 4.175 -0.124 -3.903 0.10
H -2.297 -1.592 4.479 0.10
H 2.300 4.678 -3.996 0.11
H 1.576 -5.320 -1.653 0.06
H 4.527 -1.417 0.973 0.13
H 5.037 3.419 1.220 0.09
H 3.866 -2.566 4.703 0.09
H 0.553 8.806 1.259 0.12
H -5.847 -3.409 1.347 0.13
H 0.184 -4.845 -3.585 0.13
H 2.326 4.994 0.448 0.07
H -1.414 2.344 4.349 0.08
H -6.157 -0.863 -4.004 0.08
H 0.817 8.290 -2.971 0.11
H 3.297 -1.579 -4.367 0.09
H 1.868 2.456 -4.944 0.12
H -2.547 -3.400 -5.469 0.10
H 5.094 -4.048 -1.788 0.09
H 0.574 -2.381 4.553 0.06
H 1.991 -6.199 2.889 0.12
H 3.085 2.058 0.764 0.09
H -4.639 1.764 5.613 0.11
H 1.798 -1.656 5.581 0.09
H 3.338 1.890 3.121 0.12
H -1.989 -5.570 2.962 0.11
H 5.243 2.744 -0.395 0.08
H -3.767 -1.728 1.945 0.09
```

# 2
# C63H77N12O5P

A cluster of 12 separate species, C63H77N12O5P in total (ωB97M-V with the def2-TZVPD basis set, OMol25).

Properties
Structure (SMILES) = C#CCCCc1c(P(O)O)cc(OCC)c2c1C(=O)C=C(CNC)C2=O.c1cc[nH]c1.c1cc[nH]c1.c1cc[nH]c1.c1cc[nH]c1.c1cc[nH]c1.c1cc[nH]c1.c1cc[nH]c1.c1cc[nH]c1.c1cc[nH]c1.c1cc[nH]c1.c1cc[nH]c1

```
158
Properties=species:S:1:pos:R:3:lowdin_charge:R:1
P -2.757 -3.298 5.177 0.90
O -1.183 -3.053 5.633 -0.31
O -1.228 -1.025 -1.114 0.12
O -5.520 -0.069 1.205 0.12
O -0.098 -2.430 0.977 -0.06
O -3.553 -2.308 6.221 -0.30
N -4.756 -2.985 -7.825 0.00
N -1.739 -2.814 -6.694 -0.01
N -8.055 -6.725 -9.022 0.01
N -0.605 2.122 -0.854 -0.09
N 2.913 5.752 -3.937 0.00
N -6.305 -3.538 -4.731 0.01
N 7.127 7.248 8.797 0.00
N 1.362 -0.173 5.845 0.01
N 4.012 3.156 8.683 0.01
N 2.221 -0.994 -2.284 0.01
N 10.412 -0.256 -3.310 0.00
N 3.622 4.065 -0.146 0.02
C -5.414 -4.201 -9.554 -0.11
C 4.747 3.610 10.721 -0.11
C -2.178 -1.242 1.080 0.00
C 2.584 6.723 -3.028 -0.15
C -6.455 -3.296 -9.215 -0.11
C -7.928 -7.528 -10.121 -0.15
C -4.382 -3.985 -8.680 -0.14
C 3.311 -0.396 -1.712 -0.15
C 2.633 -1.814 -3.299 -0.13
C -1.257 -2.125 1.630 -0.23
C 1.444 -1.337 6.563 -0.15
C 1.027 -1.637 1.418 -0.20
C -6.018 -2.557 -8.148 -0.15
C -4.901 0.286 4.234 -0.15
C 6.073 7.684 6.903 -0.11
C 3.712 6.286 -4.911 -0.14
C -1.897 1.672 -1.387 -0.18
C -9.282 -6.920 -8.449 -0.14
C -3.635 -1.537 3.015 -0.13
C 5.675 4.122 9.774 -0.12
C -1.289 -2.495 -4.550 -0.11
C 4.432 -0.845 -2.356 -0.11
C -2.595 0.750 -0.434 -0.13
C -9.950 -7.856 -9.194 -0.11
C 5.909 7.208 8.177 -0.16
C -1.481 -3.886 -4.775 -0.09
C 1.882 -2.461 2.402 -0.04
C -2.687 -2.407 3.558 -0.25
C 1.911 0.399 7.910 -0.10
C -7.181 -4.556 -4.468 -0.14
C -0.730 3.111 0.237 -0.11
C 4.286 4.465 0.980 -0.13
C 3.185 7.888 -3.423 -0.11
C 5.192 3.829 8.527 -0.14
C -2.297 1.236 6.362 0.11
C -7.200 -4.753 -3.113 -0.11
C -1.453 -1.859 -5.752 -0.14
C -1.537 -2.686 2.848 -0.01
C -4.762 0.432 5.765 -0.20
C 9.382 -0.400 -4.199 -0.14
C 8.700 -1.056 -2.160 -0.11
C 3.999 -1.746 -3.367 -0.11
C -3.409 0.831 6.157 -0.15
C 2.643 3.172 0.187 -0.16
C 3.901 7.610 -4.619 -0.11
C -4.314 -0.015 1.104 -0.31
C 10.005 -0.651 -2.065 -0.14
C 7.447 8.019 6.749 -0.12
C 1.642 0.890 6.659 -0.16
C -1.759 -4.052 -6.104 -0.14
C -9.089 -8.243 -10.257 -0.12
C -4.926 -1.184 3.730 -0.13
C 2.686 2.992 1.545 -0.12
C 8.305 -0.896 -3.516 -0.11
C 3.731 3.022 10.016 -0.15
C 3.730 3.814 2.049 -0.11
C -3.357 -0.963 1.771 -0.03
C -5.767 -3.079 -3.559 -0.14
C 8.070 7.738 7.934 -0.14
C -1.936 -0.574 -0.240 -0.26
C -6.302 -3.814 -2.536 -0.11
C 1.785 -1.014 7.849 -0.09
C -3.711 1.021 0.230 0.08
H 4.487 8.304 -5.198 0.09
H -2.951 -1.890 6.855 0.06
H -7.792 -5.487 -2.593 0.09
H 2.041 2.343 2.115 0.08
H 5.094 5.175 0.925 0.11
H 11.327 0.085 -3.537 0.14
H 1.920 -2.375 -3.881 0.10
H 4.076 5.680 -5.723 0.11
H 1.432 -3.445 2.491 0.08
H 1.625 1.899 6.279 0.11
H -5.039 -0.468 6.302 0.09
H -7.412 -3.198 -9.700 0.10
H -1.058 -2.019 -3.611 0.08
H -2.499 2.546 -1.627 0.12
H 2.879 -2.615 1.998 0.08
H 3.194 0.296 -0.894 0.09
H 1.922 -1.979 3.376 0.05
H 3.441 2.811 7.934 0.12
H -6.076 -3.693 -1.489 0.09
H -6.494 -1.767 -7.591 0.11
H -1.779 3.345 0.425 0.07
H -7.354 -6.087 -8.688 0.12
H -1.425 -4.672 -4.041 0.10
H -5.421 1.223 6.125 0.12
H -4.039 0.772 3.783 0.11
H -5.715 -1.250 2.992 0.10
H 5.037 6.846 8.693 0.10
H 1.133 -0.110 4.870 0.13
H 8.096 -1.426 -1.348 0.09
H -10.943 -8.223 -9.000 0.09
H 1.595 -1.421 0.516 0.10
H -1.395 -0.817 -6.017 0.11
H -5.423 -4.929 -10.348 0.09
H -1.971 -4.939 -6.676 0.10
H 9.098 7.843 8.237 0.10
H -1.708 1.141 -2.321 0.12
H 0.712 -0.687 1.852 0.12
H -0.244 4.046 -0.035 0.07
H -5.178 -1.891 4.511 0.10
H -1.903 -2.631 -7.668 0.13
H 2.167 0.984 8.776 0.07
H 1.928 -1.713 8.656 0.10
H 1.264 -0.849 -2.007 0.12
H 3.118 8.834 -2.913 0.09
H 2.004 2.744 -0.569 0.09
H -0.124 1.314 -0.477 0.08
H 7.920 8.421 5.869 0.09
H -3.418 -4.458 -8.595 0.10
H 7.301 6.961 9.742 0.13
H -0.279 2.735 1.151 0.07
H -1.087 -2.102 5.823 0.04
H 4.817 3.666 11.794 0.09
H 1.256 -2.289 6.096 0.10
H -4.196 1.981 0.114 0.13
H -9.298 -8.962 -11.030 0.09
H 6.592 4.644 9.986 0.08
H 5.296 7.781 6.164 0.09
H -4.191 -2.622 -7.076 0.12
H 4.037 3.916 3.076 0.09
H 5.585 4.040 7.547 0.11
H -7.027 -7.523 -10.710 0.10
H 9.503 -0.138 -5.236 0.10
H -6.089 -3.184 -5.644 0.10
H -5.052 -2.274 -3.555 0.10
H 10.675 -0.611 -1.223 0.10
H -9.574 -6.379 -7.566 0.10
H 4.620 -2.284 -4.064 0.09
H -0.811 -3.370 3.267 0.11
H 1.954 6.501 -2.183 0.10
H -5.799 0.817 3.929 0.11
H 3.822 4.380 -1.079 0.14
H 2.612 4.795 -3.897 0.14
H 5.447 -0.561 -2.130 0.08
H -1.343 1.684 6.490 0.01
H 2.838 2.522 10.349 0.10
H -7.711 -5.050 -5.264 0.10
H 7.340 -1.120 -3.939 0.08
```

# 3
# C63H78Ge2N3O2RuS4Se

A structure of composition C63H78Ge2N3O2RuS4Se (ωB97M-V with the def2-TZVPD basis set, OMol25).

Properties
Relative energy (zero: lowest compared OMol25 entry of this formula, charge and spin) = 0.00 kcal per mole
Multiplicity = 2

```
154
Properties=species:S:1:pos:R:3:lowdin_charge:R:1
Ru 1.270 -1.058 0.629 0.40
Se -0.082 -2.928 1.281 0.68
Ge -0.987 0.424 -1.706 0.08
Ge -1.349 1.389 1.005 0.08
S -2.290 -0.332 -0.062 0.35
S -0.852 2.497 -0.878 0.38
S 1.019 -0.541 -1.549 0.21
S 0.547 0.676 1.921 0.20
O 3.184 -0.606 3.052 -0.28
O 2.366 -3.279 3.950 -0.23
N 2.808 -6.343 -0.239 0.05
N 3.348 -1.247 0.090 -0.01
N 5.399 -2.133 -0.543 -0.07
C 3.042 -0.972 4.409 -0.21
C -1.535 5.230 0.696 -0.25
C -1.327 5.027 -3.588 -0.02
C -3.516 1.611 2.970 -0.22
C 2.522 -5.287 -1.000 -0.16
C 4.185 -3.110 1.360 0.00
C 1.206 1.760 -4.712 -0.03
C 1.369 -5.403 1.441 -0.12
C 1.087 -4.298 0.643 -0.63
C -1.674 1.367 -4.420 -0.21
C 1.681 -4.255 -0.615 -0.14
C -1.729 0.291 -3.521 -0.20
C 0.306 2.895 -4.297 -0.21
C -2.529 2.325 2.276 -0.19
C -3.358 3.555 -3.508 -0.03
C -3.454 -2.432 -2.317 -0.24
C 6.472 -3.112 -0.400 -0.21
C -2.524 -5.827 -0.879 -0.04
C 3.224 -4.064 4.743 -0.10
C 0.836 4.166 -4.105 -0.01
C -2.796 0.045 -6.105 -0.05
C -0.104 -2.892 -4.116 -0.04
C -3.836 -2.656 2.666 -0.27
C -5.471 0.426 1.167 -0.04
C -4.298 3.655 3.991 -0.06
C 0.619 6.628 -3.644 -0.05
C -4.669 -1.825 1.927 -0.03
C -4.620 -1.480 -2.281 -0.05
C 1.922 6.670 0.037 -0.05
C -2.923 -2.070 3.530 -0.03
C -3.298 4.359 3.342 -0.03
C -3.633 0.126 2.872 -0.18
C 0.034 5.246 -3.764 -0.26
C -1.301 -3.093 -3.220 -0.21
C -1.835 -0.134 4.660 -0.03
C 5.951 0.190 -1.301 -0.06
C -1.065 2.698 -4.117 -0.19
C -1.311 4.508 1.871 -0.17
C -4.396 2.286 3.812 -0.03
C 5.509 -1.220 -1.677 -0.20
C 0.782 5.947 0.701 -0.26
C -2.298 -0.920 -3.949 -0.22
C -2.815 -0.690 3.658 -0.21
C -2.331 -2.159 -3.114 -0.16
C -3.495 -3.614 -1.594 -0.01
C 7.813 -2.477 -0.054 -0.07
C -2.878 5.256 0.016 -0.03
C -3.904 -4.151 2.537 -0.04
C -1.396 -4.283 -2.502 -0.01
C 4.300 -2.117 0.246 -0.38
C -2.470 -4.554 -1.675 -0.26
C -2.406 3.708 2.495 -0.22
C -0.481 5.937 0.130 -0.02
C -1.890 3.768 -3.754 -0.25
C -2.208 1.229 -5.700 -0.03
C -4.584 -0.443 2.016 -0.27
C 2.221 -6.383 0.958 -0.16
C 0.970 5.264 1.895 0.00
C -2.836 -1.024 -5.228 -0.03
C 0.181 3.881 3.827 -0.03
C -0.059 4.554 2.500 -0.20
C 3.902 0.597 2.901 -0.13
C 1.995 -2.053 4.550 -0.20
H -6.089 1.088 1.776 0.08
H 1.333 1.032 -3.906 0.03
H 3.253 -2.947 1.889 0.05
H -2.273 -2.704 4.126 0.12
H 3.908 0.841 1.841 0.07
H 2.194 2.135 -4.978 0.08
H 1.068 -1.738 4.067 0.08
H 2.454 -7.246 1.574 0.10
H -0.654 6.477 -0.795 0.11
H -3.517 -6.277 -0.911 0.08
H -3.209 -0.048 -7.101 0.11
H -0.671 4.007 4.498 0.08
H 7.712 -1.810 0.804 0.08
H 4.201 -3.592 4.897 0.08
H 6.224 -1.664 -2.371 0.12
H 1.063 4.303 4.309 0.08
H 0.798 1.222 -5.569 0.09
H -3.575 4.543 0.451 0.08
H 1.796 -2.205 5.620 0.13
H -5.153 1.717 4.338 0.12
H -1.941 -0.654 5.614 0.09
H 1.634 6.596 -3.250 0.07
H -6.128 -0.184 0.548 0.07
H 3.374 -5.007 4.219 0.09
H -1.803 -6.554 -1.253 0.08
H -2.763 5.012 -1.040 0.05
H 5.007 -2.969 2.066 0.10
H 0.018 7.261 -2.992 0.07
H -4.723 -4.459 1.887 0.07
H 3.511 -0.580 -0.656 -0.01
H -3.863 4.503 -3.325 0.08
H -0.045 -3.697 -4.852 0.09
H -0.811 -0.271 4.309 0.03
H -5.083 -1.390 -3.266 0.09
H -0.136 -1.945 -4.652 0.07
H -4.043 -4.625 3.510 0.08
H 4.934 0.489 3.258 0.09
H 4.214 -4.135 0.992 0.08
H 8.218 -1.903 -0.888 0.07
H 2.332 6.071 -0.780 0.08
H -3.192 5.427 3.491 0.12
H 3.417 1.415 3.446 0.08
H -0.603 -5.016 -2.598 0.12
H -5.376 -1.829 -1.578 0.07
H 6.198 -3.830 0.365 0.10
H 1.902 4.317 -4.244 0.12
H 0.947 -5.488 2.435 0.10
H -5.392 -2.265 1.247 0.11
H 1.943 5.291 2.376 0.11
H -4.356 -3.818 -0.966 0.11
H 6.551 -3.668 -1.339 0.13
H 6.910 0.172 -0.783 0.07
H 0.344 2.812 3.715 0.03
H -2.154 2.074 -6.377 0.13
H -4.871 1.058 0.506 0.07
H -3.274 -1.967 -5.532 0.13
H 2.778 -4.269 5.724 0.09
H 8.537 -3.252 0.198 0.08
H 4.550 -1.192 -2.204 0.12
H 0.816 -2.906 -3.530 0.05
H -3.844 3.061 -4.351 0.08
H -2.284 -5.634 0.169 0.06
H 4.007 -1.313 4.812 0.12
H -4.989 4.169 4.647 0.10
H 2.729 6.866 0.742 0.07
H 6.057 0.800 -2.199 0.08
H -1.968 5.859 -3.314 0.12
H 2.730 -0.097 4.995 0.13
H 0.661 7.113 -4.622 0.08
H 1.483 -3.434 -1.293 0.05
H 2.988 -5.264 -1.980 0.10
H -3.326 6.251 0.086 0.09
H -2.973 -4.537 2.116 0.05
H -1.978 0.931 4.834 0.08
H -3.503 2.916 -2.631 0.08
H -4.312 -0.479 -1.975 0.05
H 1.597 7.622 -0.385 0.08
H 5.228 0.679 -0.648 0.07
```

For each record above, in turn, the calculated calculated total energy values are -211115.210 -103982.536 -299470.779 eV.